The following is a quantum chemistry calculation of an isolated ion of composition C5H8NO2S and charge +1 in a non-equilibrium geometry, from OMol25.

Each line ends with the Löwdin charge.
CARTESIAN COORDINATES (ANGSTROEM)
S  -0.715  -1.820  0.601  1.00
O  -1.670  1.830  -0.199  0.05
O  -2.611  -0.467  -0.444  0.03
N  1.314  -0.990  -1.144  0.13
C  -0.754  0.888  0.220  -0.31
C  -1.310  -0.383  -0.065  -0.62
C  1.750  0.523  0.638  -0.03
C  0.534  1.268  0.680  0.06
C  1.910  -0.704  -0.014  -0.18
H  -3.155  0.283  -0.201  0.13
H  -1.732  -2.652  -0.012  0.02
H  0.465  2.210  1.010  0.09
H  -1.810  2.540  0.391  0.11
H  0.779  -0.227  -1.495  0.13
H  1.742  -1.789  -1.541  0.13
H  2.700  -1.377  0.341  0.15
H  2.561  0.867  1.235  0.11

LUMO (alpha / beta): -5.48 / -5.48 eV
HOMO level (alpha / beta): -12.4 / -12.4 eV
Energy above the lowest of the compared OMol25 structures with the same formula, charge and spin: 48.8 kcal per mole
Orbital gap (alpha / beta): 6.87 / 6.87 eV
Charge: +1
Strongest force on any atom: 5.1 eV Å⁻¹

---

The following is a quantum chemistry calculation of an isolated ion of composition C5H8NO2S2 and charge -1 in a non-equilibrium geometry, from OMol25.

Each line ends with the Löwdin charge.
CARTESIAN COORDINATES (ANGSTROEM)
S  0.343  -1.692  0.138  0.41
S  2.382  -1.240  -0.854  0.47
O  4.748  1.190  0.949  -0.02
O  2.699  1.503  0.178  0.00
N  -1.696  -0.020  -0.077  -0.36
C  3.726  0.682  0.480  -0.71
C  -2.364  1.257  -0.122  -0.10
C  -0.454  -0.132  -0.001  -0.55
C  3.617  -0.711  0.152  -0.59
C  -2.733  -1.108  -0.195  -0.08
H  -3.021  -1.001  -1.248  0.08
H  -3.085  1.550  0.650  0.09
H  -1.669  1.987  -0.269  0.04
H  4.385  -1.497  0.645  0.09
H  1.823  1.085  -0.068  0.04
H  -2.054  -1.931  0.054  0.00
H  -3.634  -1.198  0.563  0.11
H  -3.014  1.275  -0.976  0.07

LUMO: 3.06 eV
HOMO level: -3.3 eV
Energy above the lowest of the compared OMol25 structures with the same formula, charge and spin: 97.4 kcal per mole
Orbital gap: 6.34 eV
Charge: -1
Strongest force on any atom: 5.7 eV Å⁻¹

---

The following is a quantum chemistry calculation of a 2-piece molecular cluster, C5H8NO4S overall in a non-equilibrium geometry, from OMol25.

Each line ends with the Löwdin charge.
CARTESIAN COORDINATES (ANGSTROEM)
S  -0.938  -0.392  1.661  0.70
O  2.533  -1.397  0.900  -0.08
O  -1.534  -1.705  1.626  -0.40
O  0.953  -0.736  -0.574  -0.03
O  -1.476  0.442  2.760  -0.44
N  0.721  -0.601  1.740  -0.08
C  -1.742  1.238  -0.824  -0.18
C  3.375  -1.771  -0.215  -0.06
C  -2.437  2.113  0.053  -0.14
C  1.301  -0.911  0.600  -0.74
C  -1.365  0.887  -2.014  -0.06
H  2.827  -1.354  -1.123  0.10
H  -3.483  1.924  -0.022  0.07
H  -2.150  3.113  -0.174  0.07
H  3.414  -2.811  -0.217  0.05
H  -2.138  1.728  1.105  0.06
H  -1.607  1.536  -3.023  0.09
H  4.398  -1.438  -0.056  0.07
H  -0.650  0.136  -2.205  0.00

LUMO (alpha / beta): 2.93 / 3.47 eV
HOMO level (alpha / beta): -4.2 / -4.4 eV
Energy above the lowest of the compared OMol25 structures with the same formula, charge and spin: 93.7 kcal per mole
Orbital gap (alpha / beta): 7.17 / 7.87 eV
Charge: -1
Strongest force on any atom: 3.3 eV Å⁻¹

---

The following is a quantum chemistry calculation of one molecule with the formula C5H8NP in a non-equilibrium geometry, from OMol25.

Each line ends with the Löwdin charge.
CARTESIAN COORDINATES (ANGSTROEM)
P  -0.247  -2.320  0.786  0.69
N  2.066  2.618  -1.911  0.14
C  0.105  1.100  0.367  -0.21
C  1.105  2.079  -1.568  -0.22
C  0.862  -1.413  0.024  -0.36
C  -0.200  1.463  -1.085  -0.14
C  1.199  0.046  0.326  -0.31
H  0.407  1.998  0.796  0.09
H  -0.839  2.221  -1.265  0.07
H  0.367  -3.654  0.958  -0.08
H  -0.762  -1.944  2.096  -0.08
H  -0.823  0.756  0.931  0.13
H  1.940  0.414  -0.296  0.06
H  -0.406  0.594  -1.636  0.10
H  1.704  -0.060  1.285  0.11

LUMO (alpha / beta): 0.86 / -1.39 eV
HOMO level (alpha / beta): -7.2 / -9.6 eV
Energy above the lowest of the compared OMol25 structures with the same formula, charge and spin: 50.3 kcal per mole
Orbital gap (alpha / beta): 8.05 / 8.20 eV
2S+1: 3
<S²>: 2.013
Strongest force on any atom: 5.1 eV Å⁻¹

---

The following is a quantum chemistry calculation of one molecule with the formula C5H8O in a non-equilibrium geometry, from OMol25.

Each line ends with the Löwdin charge.
CARTESIAN COORDINATES (ANGSTROEM)
O  1.450  -1.180  1.074  -0.08
C  0.912  -0.724  -0.234  -0.20
C  -1.758  -0.154  -0.569  -0.11
C  2.054  -0.098  0.416  -0.15
C  -0.432  -0.178  0.127  -0.26
C  -1.124  1.135  -0.111  -0.11
H  3.058  -0.334  0.090  0.11
H  -1.828  -0.299  -1.647  0.10
H  -0.339  -0.508  1.166  0.14
H  1.036  -1.457  -1.030  0.14
H  -1.530  1.612  0.779  0.10
H  -0.792  1.835  -0.874  0.10
H  -2.609  -0.548  -0.021  0.10
H  1.903  0.897  0.834  0.12

LUMO: 1.13 eV
HOMO level: -9.9 eV
SMILES: C1CC1[C@H]1CO1
Energy above the lowest of the compared OMol25 structures with the same formula, charge and spin: 68.1 kcal per mole
Orbital gap: 11.02 eV
Strongest force on any atom: 1.7 eV Å⁻¹

---

The following is a quantum chemistry calculation of one molecule with the formula C5H8O in a non-equilibrium geometry, from OMol25.

Each line ends with the Löwdin charge.
CARTESIAN COORDINATES (ANGSTROEM)
O  0.729  0.531  -1.260  0.06
C  2.335  0.732  1.340  0.03
C  -2.073  -0.324  -1.041  -0.08
C  1.126  0.226  1.093  -0.14
C  0.343  0.047  -0.079  -0.42
C  -0.943  -0.386  0.027  -0.07
H  2.992  1.230  0.623  0.07
H  0.731  -0.511  1.826  0.12
H  -2.363  0.646  -1.440  0.07
H  -1.931  -0.974  -1.906  0.07
H  0.307  -0.072  -1.897  0.11
H  -2.919  -0.653  -0.455  0.06
H  -1.138  -0.957  0.916  0.09
H  2.803  0.465  2.251  0.04

LUMO: 0.81 eV
HOMO level: -8.2 eV
SMILES: C=C/C(O)=C/C
Energy above the lowest of the compared OMol25 structures with the same formula, charge and spin: 47.3 kcal per mole
Orbital gap: 9.04 eV
Strongest force on any atom: 3.2 eV Å⁻¹

---

Question: Which of these has the highest energy above the lowest of the compared OMol25 structures with the same formula, charge and spin?
Answer: C5H8NO2S2